C8B2F12O17P2V | wB97M-V/def2-TZVPD

Each line ends with the Löwdin charge.
Cartesian coordinates (Å):
1 V -0.385558 -2.326258 -2.030528  0.80
2 P 1.128352 -4.008308 0.043492  0.22
3 P -0.345018 -0.285718 -4.528248  0.26
4 F -1.047648 -1.168648 -5.688028  -0.16
5 F 0.547652 -1.572588 -3.994658  -0.19
6 F 1.526542 -3.097438 -1.263068  -0.20
7 F 1.677872 -2.740998 0.920162  -0.15
8 F -1.224518 1.058382 -4.912568  -0.19
9 F 0.962652 0.098472 -5.509378  -0.20
10 F -1.512348 -0.788088 -3.497288  -0.19
11 F 2.616622 -4.631188 0.197972  -0.16
12 F 0.645442 -4.884648 1.318532  -0.16
13 F -0.312318 -3.345168 -0.161848  -0.18
14 F 0.096532 0.746002 -3.404788  -0.16
15 F 0.550982 -5.199688 -0.941598  -0.17
16 O 1.400512 1.635622 2.336602  0.24
17 O 3.646222 1.646172 1.808092  0.23
18 O -1.491068 1.855552 2.107202  0.22
19 O -3.849018 1.458832 2.424602  0.22
20 O 0.859592 -0.524538 -1.282878  0.05
21 O -2.491568 -0.111908 1.135272  0.21
22 O -1.166188 -3.417028 -2.795948  -0.41
23 O 1.473652 2.173172 4.518342  0.07
24 O 2.007802 0.235182 0.503952  0.26
25 O 0.815612 2.586392 -1.695208  0.12
26 O 2.174072 2.491382 0.098812  0.22
27 O -1.844018 -1.314678 -0.766488  0.04
28 O -2.747998 2.002612 0.175362  0.22
29 O -3.750608 2.031092 4.699822  0.09
30 O -1.994268 1.417952 -1.939218  0.12
31 O 4.486092 1.746622 3.900822  0.09
32 O -1.055398 2.472582 4.386042  0.09
33 C -1.750298 2.159242 3.387442  -0.30
34 C 1.399062 0.376592 -0.623828  -0.29
35 C 2.015192 1.930462 3.414042  -0.37
36 C -3.259328 1.772892 3.602572  -0.34
37 C 1.417382 1.947672 -0.826528  -0.34
38 C -2.154538 -0.253388 -0.178638  -0.24
39 C 3.540302 1.839582 3.124242  -0.34
40 C -2.250758 1.176262 -0.733668  -0.32
41 B 2.359702 1.486662 1.184392  -0.84
42 B -2.715388 1.324902 1.486612  -0.87

Cartesian forces, eV/Å:
V 0.680 2.645 -0.070
P 0.935 -0.567 0.451
P -0.797 2.198 0.219
F 0.731 0.424 0.035
F 0.142 0.624 -0.115
F 1.255 -0.835 -0.685
F -1.089 -0.865 0.323
F -0.712 -1.145 -2.400
F -1.566 -0.246 0.624
F -0.102 -0.185 -0.463
F -0.485 -0.356 -0.954
F 0.002 0.822 -0.100
F -1.172 0.195 2.035
F 2.597 -1.259 0.709
F 1.481 0.215 0.453
O -0.441 -0.032 -1.737
O 0.804 -0.184 0.151
O 0.280 0.922 2.160
O 1.110 0.114 1.025
O 1.402 2.321 1.646
O 0.258 -1.107 -1.703
O -1.452 -2.427 -1.354
O 2.691 -0.736 -3.041
O 0.939 -1.487 1.095
O 1.691 -1.606 2.257
O 0.007 -0.398 1.054
O -1.374 3.598 2.488
O -0.431 -0.351 -0.155
O -0.256 -1.370 -2.437
O -1.205 -0.300 4.736
O -1.842 0.743 -1.223
O -2.502 -0.453 -4.568
C 1.151 -1.265 2.894
C -1.478 -0.550 -1.122
C -1.104 0.958 4.711
C -0.335 2.530 1.791
C -2.167 1.570 -3.589
C 0.491 -1.642 1.006
C 1.531 -1.158 0.812
C 0.480 0.474 -5.437
B -0.963 0.672 -0.358
B 0.815 -0.499 -1.163

Summary:
Charge: -3
Orbital gap (spin up / spin down) (eV): 5.79 / 9.16
Spin multiplicity: 3
LUMO energy (spin up / spin down) (eV): 6.499 / 6.499
Molar mass (g mol⁻¹): 730.6
HOMO (spin up / spin down) (eV): 0.7 / -2.7